89
Properties=species:S:1:pos:R:3:lowdin_charge:R:1 method="wB97M-V/def2-TZVPD" spin_multiplicity=1 charge=+1 energy_ha=-4219.03531
Al 1.0108 1.8999 -0.1849 -0.125
S -2.5269 2.7166 -1.4453 0.318
P -2.0741 1.0422 -0.4623 0.423
C -0.4242 0.6979 -0.5679 -0.577
P 0.3786 -0.2629 -1.7379 0.548
S 2.1583 0.7145 -2.0817 0.500
C 0.7568 -1.9220 -1.1419 -0.334
C 0.0548 -2.4117 -0.0240 -0.094
C 0.0927 -3.7674 0.2080 -0.106
C 0.8243 -4.6277 -0.5769 -0.069
C 1.6731 -4.1078 -1.5786 -0.061
C 1.6181 -2.7556 -1.8874 -0.078
C -0.3954 -0.3081 -3.3416 -0.340
C -1.3459 -1.2996 -3.7067 -0.069
C -1.9601 -1.1629 -4.9261 -0.094
C -1.7424 -0.0566 -5.7043 -0.086
C -0.8389 0.9458 -5.3750 -0.048
C -0.1998 0.8186 -4.1373 -0.119
C -2.6964 1.1641 1.2319 -0.363
C -1.8782 0.7507 2.3170 -0.083
C -2.4118 0.9066 3.6269 -0.075
C -3.7138 1.3490 3.7960 -0.082
C -4.5304 1.7738 2.7234 -0.042
C -3.9893 1.6598 1.4343 -0.085
C -3.1178 -0.3585 -1.1090 -0.329
C -3.3854 -1.4735 -0.2943 -0.074
C -4.3734 -2.3257 -0.7844 -0.094
C -5.1407 -2.0579 -1.9016 -0.074
C -4.9350 -0.8769 -2.5933 -0.058
C -3.9270 -0.0180 -2.1664 -0.141
H -0.6765 -1.8286 0.5581 0.088
H -0.5961 -4.1497 0.9784 0.119
H 0.8251 -5.6843 -0.4478 0.100
H 2.1874 -4.7575 -2.2793 0.111
H 2.1443 -2.3772 -2.7801 0.119
H -1.4070 -2.1151 -2.9851 0.113
H -2.6449 -1.9351 -5.2907 0.118
H -2.3165 0.0558 -6.6260 0.113
H -0.6590 1.8063 -6.0375 0.118
H 0.3823 1.6387 -3.7507 0.063
H -0.8803 0.3668 2.1198 0.077
H -1.9731 0.4332 4.4536 0.084
H -4.0884 1.4951 4.7909 0.099
H -5.5120 2.2232 2.9278 0.115
H -4.5075 1.9541 0.5278 0.089
H -2.9260 -1.6471 0.7235 0.122
H -4.6213 -3.2530 -0.2831 0.103
H -5.8150 -2.8519 -2.1752 0.106
H -5.5603 -0.5146 -3.3703 0.100
H -3.7726 0.9539 -2.6451 0.045
N -0.0857 3.1885 0.8170 0.093
C 0.4363 4.5083 0.5969 -0.181
C -0.2436 5.6307 1.0770 0.045
C 0.4339 6.8984 0.9997 -0.034
C 1.6544 6.9755 0.3316 -0.003
C 2.3055 5.8411 -0.2862 -0.119
C 3.5020 5.8598 -0.9781 0.019
C 4.0174 4.6898 -1.4266 -0.021
C 3.3567 3.4695 -1.2998 -0.055
N 2.1900 3.4636 -0.6039 0.063
C 1.6312 4.5884 -0.1357 -0.139
H -0.2605 2.9535 1.7776 0.126
H -0.9972 3.0652 0.3170 0.008
H -1.2273 5.5313 1.4991 0.123
H 0.0710 7.8186 1.5541 0.136
H 2.2256 7.9205 0.2834 0.126
H 4.0449 6.7651 -1.1157 0.129
H 4.9393 4.6984 -1.9679 0.117
H 3.7532 2.5293 -1.7273 0.070
F 4.8494 -3.3853 0.8370 0.121
C 3.8737 -3.2464 1.7680 -0.116
C 3.5299 -4.4152 2.4015 -0.122
F 4.1655 -5.5376 2.1794 0.188
C 2.4998 -4.3509 3.3899 0.004
C 1.9334 -3.0242 3.6221 -0.115
C 2.2461 -1.9526 2.9302 -0.113
F 1.8062 -0.7132 3.2604 0.116
C 3.2812 -2.0078 1.8968 -0.017
C 3.6965 -0.8705 1.2099 -0.067
C 2.8385 0.3068 1.2166 -0.030
N 2.1277 1.2167 1.2331 0.266
C 4.8729 -0.7936 0.3518 -0.153
N 5.7517 -0.7249 -0.4125 0.214
F 0.9817 -2.8865 4.5695 0.130
C 2.1029 -5.3724 4.2352 -0.084
C 2.7484 -6.6494 4.2096 -0.161
N 3.2145 -7.6889 4.2706 0.243
C 1.0273 -5.4285 5.1721 -0.143
N 0.1622 -5.3310 5.9293 0.242